HNO2S2 | wB97M-V/def2-TZVPD

Structure (ORCA input):
```
! wB97M-V def2-TZVPD RIJCOSX def2/J DEFGRID3
* xyz 0 1
S -1.0706 1.4841 0.3797
N -1.6830 -1.1048 0.5285
O 0.1868 0.7281 -0.2081
O -2.2702 1.0400 -0.4766
H 0.5032 -0.1302 0.1611
S -2.8706 -0.6528 -0.0974
*
```

gap between HOMO and LUMO (alpha / beta)	7.099 / 7.100	eV
energy relative to the best compared isomer or geometry (same formula, charge and spin)	1.0258	eV
HOMO level (alpha / beta)	-8.29 / -8.29	eV

---

C9H13BN3O3S4Ta | wB97M-V/def2-TZVPD

Structure (ORCA input):
```
! wB97M-V def2-TZVPD RIJCOSX def2/J DEFGRID3
* xyz 2 1
C 1.4178 5.6582 -0.1216
H -2.4942 5.5812 0.3623
H -0.2366 -0.9327 2.1902
C -0.3413 -3.3584 0.2468
N 1.4744 0.0116 2.5481
H 1.2161 -2.6644 -0.7655
H 4.6156 0.1342 1.9141
N 3.7587 0.0821 2.4468
C -0.7074 6.8001 0.2014
C 2.6029 0.0365 1.8250
Ta 0.1807 0.1401 -0.4441
S -0.3635 0.1186 -2.6312
O -1.1142 3.1399 0.0639
C 0.6950 4.4865 -0.0890
H 3.8414 0.0989 3.4543
S -3.1791 -0.9186 -2.8117
S -2.0319 -0.4066 -0.0918
C -1.9705 -0.4742 -1.8880
H 0.2304 -3.9623 0.9480
H 1.4873 0.0257 3.5604
N 0.2192 -0.0596 1.9177
C -1.4217 5.6086 0.2335
C 0.6779 6.8249 0.0279
H 1.1873 7.7781 0.0058
C -0.6750 4.4617 0.0805
O 0.4901 -2.2767 -0.2593
S 2.5788 0.0252 0.1011
H 2.4892 5.6678 -0.2623
H -1.2394 7.7350 0.3097
H -1.1954 -2.9081 0.7437
O 1.1608 3.1772 -0.2081
H -0.7005 -3.9704 -0.5774
H -0.3588 0.7131 2.2570
B 0.0226 2.4003 -0.1427
*
```

gap between HOMO and LUMO	5.468	eV
energy relative to the best compared isomer or geometry (same formula, charge and spin)	1.0892	eV
HOMO level	-13.82	eV

---

C5H15NO2 | wB97M-V/def2-TZVPD

Structure (ORCA input):
```
! wB97M-V def2-TZVPD RIJCOSX def2/J DEFGRID3
* xyz 1 2
H 2.9045 -0.5968 1.1989
C -2.4297 -0.9411 -0.4984
H 0.4555 -1.0442 1.8888
O 0.4153 -1.0417 -3.2261
C 0.8197 -0.0488 1.6639
H 1.8512 -0.3489 -0.2513
H 1.0983 0.3620 2.6358
H -0.3905 -1.2638 -0.2165
H -3.0488 -0.1041 -0.8055
N -1.0339 -0.5662 -0.6103
H -2.6451 -1.1749 0.5544
H -1.1000 0.7883 1.8443
O 2.6777 1.2613 0.7346
H 1.2439 -0.7640 -2.8478
H -1.4846 1.4649 -0.5725
H 2.1389 1.8935 0.2578
H -0.2933 -0.8149 -2.5965
H 0.1409 1.0916 -0.9845
H 0.1471 1.9523 1.2928
C 2.0693 -0.0411 0.7759
H -2.6211 -1.8276 -1.1026
C -0.2616 0.9522 1.1672
C -0.6535 0.8120 -0.3024
*
```

gap between HOMO and LUMO (alpha / beta)	11.077 / 5.922	eV
energy relative to the best compared isomer or geometry (same formula, charge and spin)	1.8897	eV
HOMO level (alpha / beta)	-14.32 / -14.32	eV

---

C7H12NO2 | wB97M-V/def2-TZVPD

Structure (ORCA input):
```
! wB97M-V def2-TZVPD RIJCOSX def2/J DEFGRID3
* xyz 1 1
C 1.3018 0.0026 -1.5444
H 1.5898 2.3563 0.3942
H 1.0351 -0.5285 -2.5329
C -0.3756 -1.4335 -0.2674
H -0.8926 2.1587 -0.2269
H 0.1359 0.0773 1.5382
C 0.2986 -0.0855 -0.5345
O 0.3427 -1.7839 0.9000
H -0.2195 -1.9947 -1.1123
C -1.8683 -1.2182 -0.0047
H -2.7043 -1.5621 -0.7267
C -0.8542 1.1993 0.1120
H 0.6388 -2.7501 0.8664
H 2.1060 -0.5030 -1.0242
C -2.1083 0.3401 0.1036
N 0.3132 0.7144 0.7669
H 2.3269 0.9902 1.1810
H 1.6690 1.0749 -1.8661
H -2.2786 -1.6192 0.9400
C 1.4331 1.5981 1.1088
O -3.1763 0.8656 -0.0817
H 1.2867 2.1014 2.0106
*
```

gap between HOMO and LUMO	10.149	eV
energy relative to the best compared isomer or geometry (same formula, charge and spin)	3.5896	eV
SMILES	C[N@H+]1[C@@H]2C(=O)C[C@H](O)[C@@]21C
HOMO level	-13.69	eV

---

C5H13F3O4SSi2 | wB97M-V/def2-TZVPD

Structure (ORCA input):
```
! wB97M-V def2-TZVPD RIJCOSX def2/J DEFGRID3
* xyz 0 1
H 2.9950 1.8574 -1.7849
F -0.6915 4.6267 -1.0318
H -0.0299 -2.0180 3.0603
C -1.2593 -4.7987 1.4979
H 2.5535 3.7442 -0.3510
H 1.2218 -0.5205 -1.3442
O 1.8169 4.0210 -3.7429
O -0.1145 2.4902 -3.3094
H -0.9420 0.5202 -1.2876
H 0.7970 -3.3995 2.3279
H 0.4478 -0.0328 1.9057
F 0.4801 6.0215 -2.1954
S 0.8310 3.4782 -2.8352
C -1.3639 -3.3860 2.0504
H -0.6088 -5.4233 2.1130
H -2.2395 -5.2795 1.4679
H -1.8540 -3.3861 3.0287
F -1.2269 5.0527 -3.0902
C -0.0114 -2.6793 2.1855
H -1.9774 -2.7680 1.3891
Si 0.2957 0.2829 -0.5238
Si 1.9517 2.6391 -1.1090
H -1.1650 -0.4599 1.3472
O 0.9787 1.7730 -0.1363
C -0.2256 4.9065 -2.2487
C -0.0983 -0.5583 1.1070
H -0.8743 -4.7945 0.4762
O 0.3131 -1.9091 1.0337
*
```

gap between HOMO and LUMO	10.532	eV
HOMO level	-10.09	eV

---

C2H5NO3 | wB97M-V/def2-TZVPD

Structure (ORCA input):
```
! wB97M-V def2-TZVPD RIJCOSX def2/J DEFGRID3
* xyz 0 1
O -1.0933 -1.8689 0.0980
C 0.5496 -0.0200 0.1234
N -0.6764 -0.0924 -0.3963
C 1.3473 1.2641 -0.1301
H 0.7648 2.0174 -0.6592
H -0.8641 0.4067 -1.2588
O 1.0871 -0.9457 0.7371
H 1.6583 1.6603 0.8374
H -2.8897 -1.6798 0.3766
O -2.1208 -1.7514 0.9790
H 2.2371 1.0096 -0.7071
*
```

gap between HOMO and LUMO (alpha / beta)	8.147 / 8.366	eV
energy relative to the best compared isomer or geometry (same formula, charge and spin)	6.6752	eV
HOMO level (alpha / beta)	-9.46 / -9.47	eV

---

C31H47BrIrN2P2 | wB97M-V/def2-TZVPD

Structure (ORCA input):
```
! wB97M-V def2-TZVPD RIJCOSX def2/J DEFGRID3
* xyz 4 6
H 2.7806 -1.0229 0.7370
H 3.9000 -2.7440 2.3173
H 0.7943 -3.8448 -0.3343
N -6.7683 4.9738 -6.5145
H 5.6705 2.8722 -0.9368
H -5.8447 5.3474 -3.3271
H -2.0678 -1.2662 2.5043
H 1.1264 -3.2539 -2.4848
C -1.2320 -0.9420 3.1358
C -0.9133 2.4842 -0.9640
P 4.7058 -0.8085 -0.7852
H 4.3152 1.3373 0.2584
C -4.3254 3.1095 -3.5300
C -0.4050 0.1081 2.7334
H 3.6854 1.3439 -1.3887
C -6.1185 3.8454 -6.8178
C -2.2155 1.9784 -2.9429
C -2.1003 2.6134 -1.6628
H 3.2229 -2.5642 -0.0007
C 0.6239 -2.2823 -2.6490
N -0.8155 0.8993 1.5837
H -4.8266 2.2243 -6.1827
C -5.1963 3.6619 -4.5664
C -0.9718 -1.5282 4.3891
C 4.5512 1.0418 -0.7759
C -1.0852 1.3251 -3.5508
Br 1.5908 1.1869 -0.0666
H -2.1528 -4.1048 0.5392
C -5.8898 4.8688 -4.3015
H 0.9583 0.6979 -3.2196
C 4.4670 -2.0393 1.7058
H 3.0764 -1.8710 -2.2805
C -0.1663 -3.3950 -0.0439
C 3.6387 -1.6558 0.4678
H -1.1585 1.0073 -4.6067
H -0.7205 -2.9551 -4.2564
H 6.0440 -1.7925 -3.0976
H -2.9629 3.1029 -1.1944
H -7.2165 6.4089 -5.1131
H 1.3512 1.3126 3.0465
H -2.2507 -1.8440 -2.8354
H -0.6262 3.1113 -0.1040
C 0.9479 -0.0516 4.7016
H -2.5234 -0.3887 -0.3145
C 5.8019 1.8159 -1.2040
C -1.2340 -4.4781 0.0759
P -0.4991 -2.0357 -1.2283
H 1.7968 0.2756 5.3016
H -3.7475 -1.6763 -0.2883
H 0.2463 -1.5195 6.1394
H -6.2297 3.4371 -7.8288
C 0.0898 -1.0557 5.1661
H -1.5036 -4.9194 -0.8886
Ir -0.7104 -0.1358 -0.2566
C -0.0445 1.4092 -1.3744
C -6.6512 5.4837 -5.2921
H 4.7525 -2.2976 -4.2050
H -4.3597 3.7064 -2.6181
H -2.5577 -3.1312 -1.6329
C 0.0434 1.1030 -2.7888
C -3.0857 -1.1283 -0.9648
C -2.2320 -2.0967 -1.7683
H -3.6068 1.4004 -4.5361
H 5.4207 -2.5156 1.4502
C 4.0195 -1.3167 -2.4100
H -1.5936 -2.3452 4.7606
H 6.6853 1.4487 -0.6708
C 0.7097 0.5269 3.4567
H 0.8854 -2.3771 -4.7761
H -0.2581 1.7534 1.5660
H 5.0562 -3.2269 -2.7341
C -3.4434 2.0792 -3.6873
C 0.0575 -2.1983 -4.0689
H -0.3487 -1.1973 -4.2913
H -1.7680 1.2166 1.7450
H -3.7006 -0.5302 -1.6470
C 5.0299 -2.2095 -3.1490
C -5.3268 3.1494 -5.8875
H 5.9967 1.7763 -2.2826
H -0.8559 -5.2872 0.7135
H 4.6935 -1.1681 2.3242
H 3.7877 -0.4146 -3.0018
H 1.3819 -1.4938 -2.5246
H -0.0097 -2.9106 0.9315
*
```

gap between HOMO and LUMO (alpha / beta)	6.321 / 4.727	eV
energy relative to the best compared isomer or geometry (same formula, charge and spin)	0.0000	eV
HOMO level (alpha / beta)	-17.85 / -18.33	eV

---

C54H128F9N11O15 | wB97M-V/def2-TZVPD

Structure (ORCA input):
```
! wB97M-V def2-TZVPD RIJCOSX def2/J DEFGRID3
* xyz -2 1
C -1.7874 25.0010 16.9647
C 5.3042 34.6153 8.6447
H -2.1723 11.6913 6.9986
H 4.9704 34.4733 9.6725
C -0.9357 22.7750 16.3072
C -6.5567 23.0384 1.5511
C -16.1413 18.0827 8.0152
H 1.9629 23.7260 -2.9761
C -14.8706 17.3248 7.4313
H 12.4472 21.6610 10.7331
H 5.1203 29.6414 11.4401
H 0.5752 23.5028 -0.9511
F -2.5280 21.2102 15.2704
C 3.1846 34.0182 7.5398
H -8.6215 22.8564 1.4520
O 5.2882 19.6433 2.9263
H -2.5108 19.1272 8.4159
H 2.5144 30.1282 14.7568
C 0.3826 23.2232 9.5461
H 3.0617 35.0540 7.2232
H -14.5350 25.6573 8.8250
H 5.3783 28.8644 12.9952
H -7.0385 9.6307 8.9655
H -9.2002 25.2104 2.3326
H -17.7898 20.1535 8.8160
C -0.4005 26.7676 0.5791
H 6.4194 12.7910 9.1015
H 5.4567 15.7054 12.2846
O -16.4278 19.3285 7.3647
C 3.7821 30.2481 12.9925
C 7.4321 30.6391 12.8306
H -7.9600 16.2361 2.9920
H 1.8840 30.3315 12.4011
C -4.4869 19.9402 9.0759
N 2.7096 29.8255 12.1138
F -1.3214 26.3304 -0.2903
H 3.3340 15.5962 13.4055
H -14.6335 24.3344 10.1403
H 5.5569 13.9989 8.0531
C 7.0931 17.6575 -0.5524
H -15.0402 17.2040 6.3614
H 11.5308 22.5699 9.5048
H 5.8816 17.6909 3.1494
H 4.2553 15.6309 9.4803
H 6.5680 18.3671 -1.1919
H 2.9154 25.0475 -2.2956
H -16.9590 17.3693 7.9123
H -5.0921 20.0791 1.7159
N 9.0620 22.1164 10.4267
H -4.9530 21.1482 0.3182
O -7.8589 14.6259 1.0699
H 0.0654 24.7053 1.1813
H -1.6758 24.4611 8.2844
O -11.9314 24.3119 11.4496
C -4.2892 11.7880 7.2049
H -4.2450 19.9314 10.1387
O 5.9704 18.3824 1.2724
H 6.3720 34.3967 8.6333
H -1.2624 25.5742 16.2006
H -9.4280 15.2816 -0.1082
N -4.4290 12.9512 6.3262
H -14.4466 16.0862 9.1667
H 4.1527 17.7133 12.5906
H -13.8481 22.9882 8.2869
H -5.1141 20.7968 8.8291
H 3.1087 33.2632 5.5528
N -13.7197 18.1437 7.6396
H 0.5069 33.5781 7.1600
N -0.8786 22.6434 9.0600
C -9.4481 16.3052 1.7014
H -10.9926 23.3387 9.8528
C 4.5990 15.9528 11.6591
C -11.9913 23.5865 10.2125
H -15.8377 18.2926 9.0408
O 1.5139 25.8578 2.0671
C 2.5494 33.1124 6.4761
C 5.2427 18.3166 2.5262
O -0.9817 23.8017 17.3035
H -7.7931 13.4334 -0.5366
H -6.3428 23.4928 0.5837
H 4.2988 30.3363 15.0403
H -3.5503 12.9498 5.8281
H 2.9608 23.3760 -1.6742
F 2.9149 17.8788 3.3361
O -5.0885 10.4520 9.0179
H 5.9033 16.1476 9.9113
H 0.9166 34.2960 5.5883
H 3.6414 28.7667 14.5442
H 9.7246 23.2684 12.7730
C -2.8193 22.4792 8.0304
N 2.6409 31.7295 6.9524
O 4.5858 33.7732 7.7406
H -5.5460 12.5042 8.8148
H 2.5661 33.9310 8.4331
H -11.6773 22.5666 12.5941
O -6.4887 21.5994 1.5024
H -2.3548 26.7869 17.9246
H 11.3122 20.8480 9.6929
O 5.9956 30.8989 12.9275
F -1.1570 27.0899 1.6726
F -2.8208 23.2649 14.7980
H 5.0883 17.9794 11.3142
H 7.9672 31.3493 13.4609
C -8.6517 15.6351 0.5704
H -0.5002 20.5952 9.3631
H 0.1715 23.8162 10.4360
H -13.8855 19.1114 7.4026
N -13.1588 23.6541 7.9683
H -2.8453 24.8353 16.7608
N -8.6285 16.9487 2.7363
C -12.7459 24.4285 9.1158
H 3.4769 14.2062 12.3784
O -0.0616 21.8205 16.8342
C 1.0855 24.4357 -1.1908
C 3.8036 17.6649 2.3569
C 11.9873 23.6708 14.0529
F -3.3756 22.5230 16.6561
H -12.5305 22.6440 10.3076
H -8.0195 17.6175 2.2869
H -11.2220 16.8810 0.7759
H -5.8856 9.0020 10.1023
C 0.6587 25.5940 0.9660
H -13.7779 15.5245 7.5984
H -10.1925 23.3391 12.0101
C -2.8903 11.9123 7.7884
C 1.0145 33.4066 6.2108
H -0.8828 26.1085 18.6696
H -13.0074 17.8368 6.9926
C -2.4029 22.4397 15.7417
H 6.8086 16.3982 1.1704
H 5.0598 35.6628 8.4680
F 3.8637 16.3363 2.1320
C -14.6382 15.9676 8.1003
H 11.1585 23.9860 14.6868
C -8.1893 24.9136 2.0535
H 3.6219 31.5677 7.1300
C -10.3690 17.3709 1.2453
C -7.0868 14.0440 0.0258
H 7.3491 16.8288 -1.2125
H 7.6611 30.6699 11.7653
H -3.7397 22.7044 7.5122
H -13.7181 24.2899 7.4180
H 1.1416 22.4546 9.6920
C 6.2857 17.1736 0.6105
C -14.0356 25.0582 9.5864
H -11.2459 24.0524 13.3160
C 5.1419 29.8144 12.5161
H -18.5666 19.3297 7.4286
N -8.1192 22.9739 3.4480
H -9.0666 23.1675 3.7398
H -8.1185 21.9677 3.5349
H 0.4323 25.1149 -1.7386
H -10.0085 15.5088 2.1910
H 8.8841 23.0067 9.9842
H 0.7445 23.9060 8.7775
H -7.9742 16.3567 0.1141
H -5.7963 23.3785 2.2541
H -4.2078 10.9109 6.5628
H -6.5357 10.6348 10.4339
H 10.2083 21.0785 11.7624
C -11.2069 23.5226 12.3642
H -0.4556 23.2572 15.4557
C 10.6466 23.1681 12.2002
C -7.9189 23.4081 2.0765
H 7.1287 14.3886 8.9306
C 5.0568 15.5303 10.2120
H -8.0224 25.2651 1.0353
C 6.1859 13.8417 8.9294
O 5.4194 14.1509 10.1422
O 11.6622 22.6649 13.1162
H 2.8335 30.2228 11.1935
F 0.1440 27.8698 0.0690
H 12.3628 24.5725 13.5691
H -5.0343 19.0128 8.9073
H -6.2979 11.3136 7.6962
H -15.5192 15.3735 7.8573
H -10.0050 17.9878 0.4236
H 0.4673 32.7151 5.5700
H 5.3658 16.7557 0.2014
C -1.8282 25.8683 18.1833
H -2.7429 12.8895 8.2482
H 10.9140 24.0589 11.6318
H 2.4752 31.1327 6.1546
C 11.4785 21.7724 10.2460
H 7.5271 29.6418 13.2599
C -5.1523 21.1172 1.3894
H -2.7061 11.1112 8.5043
O 1.5594 25.2079 -0.0327
H 9.1403 21.3723 9.7483
N -2.4424 21.1831 8.4304
C 3.4040 15.2936 12.3607
F 3.1475 18.1146 1.3039
C -1.2232 21.3287 9.0383
H -5.1330 12.7879 5.6206
C -3.2032 19.9374 8.1873
H -2.3785 25.3435 18.9643
H 3.7552 31.3363 12.9368
H -17.8016 20.8125 7.2134
H -6.3074 13.3589 0.3595
H 12.7572 23.3573 14.7579
C 10.3230 21.9864 11.1702
C -6.2488 9.9275 9.6557
H -12.0579 25.2155 8.8071
H 8.0612 18.0084 -0.1950
H -10.6832 18.1552 1.9338
H -3.4849 19.7949 7.1440
H -7.4761 25.5341 2.5962
C 3.5225 29.8463 14.4526
C -1.8615 23.4126 8.4648
H -6.6072 14.7088 -0.6927
N 4.3084 17.4239 11.6355
C 2.3158 24.1720 -2.0462
C -5.3927 11.5941 8.2349
C -17.6880 19.8797 7.7658
H 2.4572 15.5110 11.8663
H -13.8228 25.7073 10.4359
H -4.3529 21.6458 1.9086
*
```

gap between HOMO and LUMO	3.785	eV
HOMO level	-1.86	eV

---

C20H17AsNO2RhS5 | wB97M-V/def2-TZVPD

Structure (ORCA input):
```
! wB97M-V def2-TZVPD RIJCOSX def2/J DEFGRID3
* xyz 0 5
H -1.4223 -5.0696 5.5340
H -2.6440 3.0307 0.2012
C 1.1322 7.2135 -1.0831
S 0.5383 -1.9510 -4.8143
C -1.7480 3.2015 0.7940
S 2.9335 -2.6169 -6.4128
C -0.7783 -2.9964 2.9794
C 1.7603 4.8911 -1.1460
H 2.0806 2.2579 0.9638
H 1.2380 3.8056 1.2423
C -0.9436 -0.7254 2.5426
C -1.1488 -1.8078 3.5611
H -1.9259 2.8868 1.8197
H -0.9375 7.6220 -1.4776
H -2.0864 -2.9393 6.5731
H 3.1279 6.4917 -0.7507
H -1.5368 5.2505 -1.7931
O 0.0493 -3.4912 0.7564
H -0.5690 -5.1220 3.1860
H 0.8675 2.4946 -2.0904
S 3.1472 -1.4932 -3.6894
H 1.3982 8.2542 -0.9489
C -0.8620 -4.1928 3.6576
C -1.6240 -1.7455 4.8525
Rh -0.1553 -0.2542 -0.3598
C 2.1019 6.2243 -0.9711
S 2.1699 -0.4061 -1.1525
O -1.1484 0.4600 2.7161
H -0.8308 2.9430 -2.1739
H 2.5241 4.1252 -1.0674
C 0.4480 4.5197 -1.4360
C 0.5330 -1.2760 -3.2277
C 1.8263 -1.0532 -2.6644
H -1.9131 -0.8013 5.2958
C 0.0850 3.0701 -1.5956
C 2.2515 -2.0897 -5.0439
S -0.9722 -0.9264 -2.5326
C -0.1768 6.8578 -1.3789
As -0.2849 2.1644 0.1040
H -1.4691 4.2533 0.7589
C -1.3391 -4.1517 4.9661
C -0.5135 5.5206 -1.5556
C 1.1444 2.7223 1.2690
H 0.8847 2.3888 2.2725
C -1.7157 -2.9438 5.5560
N -0.4698 -1.3150 1.3802
C -0.3373 -2.6929 1.5722
*
```

gap between HOMO and LUMO (alpha / beta)	7.113 / 6.236	eV
HOMO level (alpha / beta)	-7.60 / -8.97	eV

---

CH2N2O3S | wB97M-V/def2-TZVPD

Structure (ORCA input):
```
! wB97M-V def2-TZVPD RIJCOSX def2/J DEFGRID3
* xyz 0 1
N 2.2311 0.3057 0.1092
O 2.1063 1.4812 -0.2423
O 4.5946 0.6710 -0.1429
H -0.7160 -1.0323 -0.1552
O 1.5832 -1.8715 -0.0812
N -0.1125 -0.2728 -0.0762
S 3.7258 -0.4122 0.2571
C 1.1643 -0.7308 -0.0516
H -0.3767 0.5593 -0.5634
*
```

gap between HOMO and LUMO (alpha / beta)	8.504 / 8.125	eV
energy relative to the best compared isomer or geometry (same formula, charge and spin)	1.9480	eV
HOMO level (alpha / beta)	-9.50 / -9.05	eV

---

C4H5F3S | wB97M-V/def2-TZVPD

Structure (ORCA input):
```
! wB97M-V def2-TZVPD RIJCOSX def2/J DEFGRID3
* xyz 0 1
C 1.9849 0.4563 0.0821
H -0.3146 -0.2687 1.6501
F -0.0367 -1.1838 -1.4667
C -0.3709 -1.3091 -0.1830
H -0.9337 1.9288 0.5706
H 2.5268 0.1333 0.9072
H -2.0010 0.7726 0.0235
H -0.8693 1.1593 -1.1098
C -0.1985 -0.0857 0.5384
C -0.9708 1.0352 0.0078
F 0.4455 -2.2868 0.2585
F -1.5858 -1.9570 -0.2246
S 2.3241 1.6056 -1.0540
*
```

gap between HOMO and LUMO (alpha / beta)	7.773 / 7.772	eV
energy relative to the best compared isomer or geometry (same formula, charge and spin)	2.3720	eV
HOMO level (alpha / beta)	-8.83 / -8.83	eV